[1]
Density functional theory data (ωB97M-V/def2-TZVPD) for C38H39F2FeN8O4S as an isolated structure.

XYZ file:
```
93
Properties=species:S:1:pos:R:3:forces:R:3:mulliken_charge:R:1
Fe 0.01595 -0.16295 -0.00473 0.3158 -0.0465 -0.4678 2.197
C 0.08710 2.53320 1.82754 -0.2434 0.2327 0.0975 -1.552
C -1.28722 2.93561 1.32448 0.1265 0.0118 0.0330 -0.237
C -1.42048 2.87458 -0.16017 -0.1416 0.0832 -0.1308 0.024
C -1.89793 3.97846 -0.85945 -0.0140 -0.0444 -0.0246 -0.704
C -2.09590 3.89351 -2.22523 0.0230 -0.0091 0.0236 -1.019
C -1.84258 2.68434 -2.85541 -0.0500 0.0062 -0.0213 -0.825
C -1.35616 1.64156 -2.09836 -0.0976 0.0356 0.0547 -1.123
N -1.11234 1.72821 -0.77722 0.2294 -0.4166 -0.2626 1.692
N 0.32292 1.08321 1.93583 0.1485 -0.0737 -0.2421 1.001
C -0.57541 0.43747 2.90340 -0.1549 -0.1245 0.0701 -0.808
C -0.27248 -1.03983 2.95634 0.2316 0.0310 0.0015 0.449
C -0.57213 -1.82321 4.05401 0.0158 -0.0071 0.0922 -0.815
C -0.25579 -3.17376 4.01889 -0.0072 0.0651 -0.0123 -0.683
C 0.41355 -3.67967 2.91421 0.0106 0.0052 -0.0061 -1.087
C 0.69551 -2.82215 1.86521 0.1189 0.0187 0.1089 -0.746
N 0.32907 -1.53792 1.86772 -0.2980 0.0173 -0.2675 0.739
C 1.71632 0.93207 2.40550 0.0703 -0.1613 0.0450 -1.839
C 2.71128 0.55500 1.35052 0.1600 0.0267 0.0245 0.688
C 4.05158 0.83995 1.58171 -0.0016 0.0016 -0.0083 -0.986
C 5.00971 0.33536 0.72544 -0.0001 0.0156 0.0372 -0.715
C 4.59316 -0.46621 -0.32643 0.0107 -0.0376 0.0152 -1.069
C 3.24388 -0.68933 -0.49440 -0.0696 -0.0067 0.0507 -0.234
N 2.29611 -0.17140 0.30920 0.2623 0.0724 0.1537 0.726
H 0.85068 2.93294 1.15637 0.0220 0.0285 0.0396 0.647
H 0.23913 2.99347 2.81120 0.0615 -0.0612 0.0055 0.551
H -2.06331 2.31580 1.78160 -0.0456 0.0706 0.0025 -0.660
H -1.47336 3.95820 1.64942 -0.0426 -0.0099 0.0208 0.724
H -2.12130 4.89181 -0.32546 0.0134 -0.0031 0.0129 0.573
H -2.45512 4.74814 -2.78272 -0.0154 -0.0089 -0.0055 0.472
H -2.01870 2.55151 -3.91342 0.0113 -0.0248 0.0034 0.602
H -1.16664 0.68028 -2.55575 -0.0130 0.0343 -0.0408 0.461
H -0.47552 0.87146 3.90598 0.0263 0.0449 -0.0436 0.555
H -1.60891 0.57639 2.57969 0.0159 0.0081 0.0617 -0.385
H -1.05395 -1.39196 4.92212 -0.0048 0.0137 -0.0134 0.557
H -0.51828 -3.81423 4.84995 0.0255 -0.0086 -0.0006 0.495
H 0.71514 -4.71642 2.86656 0.0056 0.0066 -0.0076 0.531
H 1.24461 -3.15981 0.99491 -0.0621 -0.0364 -0.0168 0.641
H 2.03531 1.83830 2.92556 0.0259 -0.0334 -0.0250 0.624
H 1.76017 0.12380 3.13342 -0.0096 0.0237 0.1431 0.462
H 4.33261 1.43066 2.44373 -0.0152 0.0437 -0.0303 0.534
H 6.05841 0.54629 0.88649 -0.0037 0.0016 -0.0209 0.453
H 5.30293 -0.90610 -1.01226 -0.0279 -0.0338 -0.0008 0.526
H 2.90193 -1.30791 -1.30859 -0.0193 -0.0029 -0.0112 0.417
F 2.43961 3.01323 -3.98511 0.0343 -0.0050 -0.0518 -0.325
C 2.01758 1.79460 -3.65692 -0.0227 -0.0596 0.1536 0.026
C 1.58037 1.56989 -2.35845 0.2171 0.0680 0.0709 -0.334
C 1.12923 0.31026 -2.05940 -0.2586 0.1232 0.3207 -0.119
C 1.13849 -0.74865 -2.94758 -0.0813 -0.0735 -0.0833 1.713
C 1.57366 -0.45535 -4.24362 0.0768 0.1334 0.0648 0.779
F 1.55689 -1.40711 -5.18067 0.0237 -0.0235 -0.0496 -0.335
C 2.01397 0.80003 -4.61587 -0.0091 -0.0490 -0.1284 -0.864
C 0.67965 -2.06678 -2.48156 0.0185 0.0384 -0.0718 -0.652
C 0.97153 -3.26550 -3.12307 -0.0297 -0.1037 -0.0492 -1.324
C 0.43295 -4.44501 -2.63893 0.0046 0.0160 0.0177 -0.598
C -0.39222 -4.40401 -1.52653 -0.0547 0.0389 0.0106 -1.213
C -0.58507 -3.18512 -0.90842 -0.0822 -0.0739 -0.1314 -0.417
N -0.04646 -2.04331 -1.34665 -0.1053 0.3634 0.4093 0.617
H 1.62258 2.37627 -1.63548 -0.0802 0.0342 -0.0412 0.564
H 2.34609 0.98934 -5.62708 -0.0120 0.0061 0.0058 0.581
H 1.60450 -3.28013 -3.99579 -0.0321 0.0499 -0.0034 0.568
H 0.64679 -5.38289 -3.13370 -0.0066 0.0037 -0.0126 0.479
H -0.87919 -5.28902 -1.14295 0.0353 -0.0100 0.0200 0.543
H -1.20991 -3.11266 -0.03333 0.0212 -0.0492 -0.0630 0.584
C -8.12535 4.15886 4.39773 -0.0336 -0.0124 -0.0400 -1.249
C -6.83626 3.35715 4.27125 -0.0874 -0.1901 -0.2139 -0.421
S -6.93969 2.28366 2.84697 0.3252 0.0533 0.0349 1.174
O -8.13365 1.49152 2.91096 -0.0454 -0.0926 0.0829 -0.663
O -6.65157 3.03852 1.64958 0.0100 0.0719 0.0173 -0.656
C -5.53234 1.15680 3.02213 -0.3338 0.1619 -0.0433 -0.280
C -5.68816 0.14926 1.88366 -0.1133 0.0847 0.1052 -1.545
N -4.41295 -0.46364 1.50746 -0.0170 0.0156 0.1291 0.400
C -3.62747 -0.04199 0.49336 0.0012 -0.0697 -0.1710 0.740
N -2.48709 -0.74532 0.42921 0.1800 -0.0589 0.2367 0.074
C -2.58423 -1.68013 1.42220 -0.2683 -0.0856 0.0297 -0.546
C -3.74707 -1.51029 2.10225 0.1672 0.0480 -0.1724 -0.454
N -4.16992 -2.23204 3.26438 -0.0371 -0.0284 0.0669 1.026
O -5.19045 -1.88107 3.82049 0.0026 0.0285 -0.0123 -0.625
O -3.44048 -3.13668 3.61988 -0.0146 -0.0192 -0.0215 -0.601
C -4.10473 0.97412 -0.48298 -0.0274 0.0207 0.0632 -1.841
H -8.04552 4.84527 5.23820 0.0198 0.0050 -0.0016 0.387
H -8.97142 3.49658 4.56900 0.0027 0.0080 -0.0028 0.356
H -8.31407 4.73692 3.49404 0.0053 0.0255 0.0203 0.355
H -6.67411 2.70125 5.12783 0.0143 0.0598 0.0429 0.382
H -5.96483 3.98852 4.09896 0.0287 -0.0068 0.0749 0.373
H -5.55526 0.68048 4.00066 0.0324 -0.0072 -0.0139 0.603
H -4.64476 1.78017 2.90290 0.0565 -0.0664 0.0203 0.119
H -6.06812 0.66360 1.00397 0.0096 -0.0661 -0.0166 0.515
H -6.39718 -0.62006 2.16602 0.0218 -0.0603 -0.0518 0.303
H -1.84666 -2.43432 1.61877 -0.1062 0.0060 0.0501 0.779
H -5.12202 0.73615 -0.79310 0.0147 0.0097 -0.0350 0.748
H -3.47452 0.95299 -1.36135 -0.0441 0.0035 -0.0097 0.168
H -4.12394 1.98405 -0.06744 -0.0146 -0.0145 0.0061 0.253
```
Positions in Å, forces in eV/Å.

Energy relative to the best compared isomer or geometry (same formula, charge and spin)   0.781 eV
Frontier orbital gap (spin up / spin down)   8.68 / 7.41 eV
LUMO (spin up / spin down)   -5.18 / -6.43 eV
Spin multiplicity   6
Net charge   +2

---

[2]
Density functional theory data (ωB97M-V/def2-TZVPD) for C38H40AsNO4STi as an isolated structure.

XYZ file:
```
86
Properties=species:S:1:pos:R:3:forces:R:3:mulliken_charge:R:1
Ti 0.49757 -0.46184 0.67505 -0.1712 0.5822 0.2892 0.743
C -1.73612 -1.40207 -1.21372 -0.0675 -0.0502 -0.0107 -0.368
C -2.37409 -1.55664 0.15272 0.0275 0.0540 -0.0658 -0.897
O -1.64772 -0.65920 1.01503 -0.1224 -0.1044 -0.1400 -0.005
C -2.18899 -0.56122 2.34727 -0.0354 -0.0956 0.0508 -0.625
C -1.36927 0.50948 3.00127 -0.0653 0.0705 -0.0504 -0.509
O -0.00181 0.17575 2.68089 0.1222 -0.0112 0.2228 -0.312
C 0.96068 0.85759 3.54227 -0.1942 0.1271 -0.1082 -0.360
C 2.26898 0.15048 3.37479 0.1888 -0.0220 0.0180 -0.816
O 2.54508 0.04573 1.97771 -0.3338 0.2110 0.1130 -0.212
C 2.21050 -1.19792 1.38910 0.5440 -0.8499 -0.0619 -0.768
C 0.38862 -2.25000 -0.30538 0.0885 -0.1553 0.0237 -0.846
O -0.30853 -1.27031 -1.08434 -0.0883 0.1593 -0.1173 0.777
H -2.06710 -0.48434 -1.69784 0.0054 -0.0160 0.0133 0.382
H -1.95922 -2.25833 -1.85380 -0.0076 0.0437 -0.0103 0.157
H -2.29944 -2.57050 0.55104 -0.0143 0.0270 -0.0013 0.387
H -3.42449 -1.26265 0.12195 0.0166 -0.0340 -0.0141 0.469
H -2.07142 -1.52594 2.84791 -0.0267 0.0370 0.0025 0.376
H -3.24516 -0.29418 2.29731 0.0261 0.0164 0.0197 0.358
H -1.50321 0.51693 4.08257 -0.0333 -0.0447 -0.0264 0.442
H -1.59598 1.50033 2.59859 -0.0086 -0.0262 0.0366 0.332
H 0.60303 0.81105 4.57083 0.0162 0.0001 -0.0125 0.523
H 1.01465 1.89785 3.21347 0.0050 0.0049 0.0595 0.248
H 2.24918 -0.83977 3.83358 0.0065 0.0111 -0.0197 0.333
H 3.06606 0.73134 3.83988 0.0057 -0.0149 -0.0268 0.419
H 2.16910 -2.02459 2.10195 0.0685 0.0575 0.0128 0.379
H 2.93071 -1.41073 0.59884 0.0434 -0.0411 0.0780 0.347
H -0.23967 -3.07402 0.02492 0.0453 0.0046 0.0327 0.300
H 1.26195 -2.57529 -0.86413 -0.0117 -0.0904 0.0424 0.241
C 0.14160 2.62101 -8.67825 0.0272 0.0190 -0.0255 -0.519
C 1.29803 2.41842 -7.93162 0.0386 -0.0219 0.0492 -0.806
C 1.23993 1.71442 -6.74282 -0.0571 0.0537 -0.1078 -0.269
C 0.00730 1.19321 -6.33499 0.1711 -0.1374 0.1736 1.069
C -1.16433 1.41611 -7.06177 -0.0291 0.0348 -0.0554 -0.667
C -1.08331 2.12412 -8.24696 -0.0750 -0.0493 0.0538 -0.719
As -0.06000 0.18701 -4.73324 -0.0574 -0.0862 -0.0629 0.963
C -0.98847 -1.47010 -4.73147 -0.1437 0.1229 0.0023 0.790
C -2.31319 -1.71949 -5.06238 0.0390 -0.0278 -0.0109 -0.568
C -2.78548 -3.02174 -4.96429 0.0278 0.0022 0.0048 -0.799
C -1.93927 -4.03304 -4.52480 -0.0095 0.0070 -0.0044 -0.846
C -0.61712 -3.76779 -4.17712 -0.0020 -0.0371 0.0071 -0.677
C -0.12466 -2.47517 -4.26926 -0.0296 0.0291 -0.0307 0.119
C 1.25643 -2.04153 -3.94996 -0.0691 0.0239 -0.0196 0.161
C 2.28360 -2.86162 -3.50653 0.0400 -0.0124 0.0084 -0.430
C 3.53697 -2.32159 -3.23606 -0.0226 0.0165 0.0019 -1.168
C 3.77936 -0.96224 -3.39681 -0.0637 -0.0328 -0.0275 -0.657
C 2.76288 -0.12631 -3.84273 0.0453 0.0980 -0.0801 -0.581
C 1.52269 -0.67697 -4.13756 0.1439 0.1270 0.0675 0.527
H 0.19641 3.17179 -9.60715 -0.0018 0.0129 -0.0149 0.435
H 2.24522 2.80207 -8.28434 0.0083 0.0060 -0.0038 0.464
H 2.14101 1.54209 -6.17077 0.0195 -0.0103 0.0222 0.277
H -2.11918 1.03257 -6.72650 0.0016 -0.0099 0.0085 0.298
H -1.97445 2.28614 -8.83687 -0.0058 0.0072 -0.0125 0.437
H -2.96698 -0.92753 -5.40319 -0.0139 -0.0103 0.0040 0.422
H -3.80612 -3.24910 -5.23837 -0.0125 -0.0027 -0.0029 0.468
H -2.30927 -5.04738 -4.46171 -0.0056 -0.0128 0.0014 0.453
H 0.01870 -4.58310 -3.85812 0.0240 0.0026 0.0030 0.474
H 2.12768 -3.92588 -3.38746 -0.0172 -0.0055 0.0024 0.520
H 4.33492 -2.97223 -2.90458 0.0158 -0.0121 -0.0092 0.462
H 4.76382 -0.56198 -3.19535 0.0135 -0.0128 -0.0168 0.700
H 2.94807 0.93517 -3.97903 -0.0097 -0.0507 0.0012 0.697
N 1.34826 0.87991 -0.50468 0.2048 0.2335 -0.3041 0.629
S 1.97502 2.32290 -0.03809 -0.1292 0.0231 -0.0600 0.089
C 3.73376 2.25790 0.06812 0.0122 -0.0681 0.0258 0.630
C 4.50610 1.63970 -0.90623 -0.0250 -0.0445 -0.0107 0.140
C 5.88214 1.64993 -0.76403 -0.0241 0.0006 -0.0029 -0.638
C 6.46529 2.28540 0.32901 -0.0116 0.0070 0.0162 -0.645
C 5.68034 2.90437 1.29097 0.0414 -0.0048 -0.0089 -0.854
C 4.29819 2.88468 1.17052 -0.0397 0.0148 -0.0177 -0.469
C 1.70912 3.33193 -1.49600 -0.1326 -0.0339 0.0770 0.624
C 0.50453 3.19464 -2.18282 0.0292 0.0352 -0.0169 -0.452
C 0.25429 4.02792 -3.26272 0.0078 -0.0201 0.0086 -0.635
C 1.18506 4.99073 -3.63603 -0.0472 -0.0183 -0.0070 -0.680
C 2.36793 5.12730 -2.92788 0.0445 -0.0161 0.0432 -0.762
C 2.63778 4.29881 -1.84539 0.0681 0.0490 -0.0573 -0.618
H 1.60282 0.66768 -1.46918 -0.1442 -0.0941 -0.0183 -0.316
H 4.03672 1.15463 -1.75476 0.0428 0.0548 0.0580 0.150
H 6.51050 1.17471 -1.50447 0.0062 -0.0144 -0.0216 0.460
H 7.54201 2.29623 0.42695 0.0156 0.0068 0.0066 0.437
H 6.14177 3.40080 2.13306 0.0048 0.0003 0.0120 0.470
H 3.67150 3.36335 1.91367 0.0096 0.0008 0.0021 0.498
H -0.23617 2.46879 -1.87278 0.0362 -0.0184 0.0221 0.454
H -0.68138 3.94226 -3.79958 -0.0059 0.0022 -0.0058 0.520
H 0.97678 5.64765 -4.46929 0.0007 0.0044 -0.0130 0.480
H 3.08684 5.88445 -3.20813 0.0089 0.0096 -0.0030 0.464
H 3.56125 4.41247 -1.29466 0.0065 0.0095 -0.0001 0.497
```
Positions in Å, forces in eV/Å.

Energy relative to the best compared isomer or geometry (same formula, charge and spin)   3.074 eV
Frontier orbital gap (spin up / spin down)   8.46 / 5.78 eV
LUMO (spin up / spin down)   -7.58 / -10.39 eV
Spin multiplicity   2
Net charge   +3